(P)
188
Properties=species:S:1:pos:R:3:lowdin_charge:R:1 method="wB97M-V/def2-TZVPD" orbital_gap_ha=0.345 smiles="CCOS(C)(=O)=O.CCOS(C)(=O)=O.CCOS(C)(=O)=O.CCOS(C)(=O)=O.CCOS(C)(=O)=O.CCOS(C)(=O)=O.CCOS(C)(=O)=O.CCOS(C)(=O)=O.CCOS(C)(=O)=O.CCOS(C)(=O)=O.CCOS(C)(=O)=O.COCCOCCOC"
C 24.350 -7.752 -3.904 -0.06
C 25.854 -7.928 -3.879 -0.27
O 26.354 -8.071 -5.235 -0.28
S 27.443 -9.218 -5.442 0.54
C 28.791 -8.540 -4.530 -0.10
O 27.004 -10.415 -4.816 -0.26
O 27.762 -9.282 -6.820 -0.25
H 23.968 -7.808 -2.883 0.09
H 23.838 -8.549 -4.439 0.09
H 24.085 -6.801 -4.365 0.05
H 26.296 -7.029 -3.439 0.12
H 26.131 -8.771 -3.248 0.12
H 29.641 -9.199 -4.668 0.08
H 28.514 -8.330 -3.503 0.07
H 28.981 -7.577 -5.011 0.06
C 23.243 -3.084 -8.449 -0.05
C 23.894 -3.592 -9.712 -0.25
O 22.819 -3.843 -10.660 -0.25
S 23.139 -4.708 -11.938 0.53
C 23.803 -3.411 -12.929 -0.10
O 24.156 -5.649 -11.647 -0.27
O 21.900 -5.104 -12.518 -0.27
H 22.605 -3.825 -7.966 0.07
H 22.636 -2.218 -8.708 0.09
H 24.008 -2.793 -7.725 0.08
H 24.546 -2.817 -10.119 0.11
H 24.502 -4.485 -9.620 0.09
H 24.041 -3.807 -13.912 0.06
H 24.722 -3.102 -12.432 0.06
H 23.095 -2.589 -12.911 0.08
C 19.611 -9.412 -15.266 -0.06
C 18.634 -9.945 -14.259 -0.26
O 19.361 -10.772 -13.326 -0.28
S 18.514 -11.677 -12.338 0.54
C 18.413 -13.130 -13.337 -0.11
O 19.357 -11.907 -11.227 -0.25
O 17.204 -11.151 -12.186 -0.26
H 20.203 -10.238 -15.673 0.07
H 20.347 -8.743 -14.817 0.07
H 19.087 -8.900 -16.071 0.09
H 18.177 -9.104 -13.730 0.13
H 17.807 -10.514 -14.687 0.12
H 17.735 -13.812 -12.823 0.08
H 19.401 -13.585 -13.342 0.08
H 18.069 -12.895 -14.337 0.07
C 22.575 -11.254 -6.607 -0.05
C 22.788 -11.512 -8.062 -0.27
O 23.778 -12.559 -8.213 -0.25
S 23.311 -13.904 -8.894 0.55
C 23.312 -13.419 -10.604 -0.11
O 24.321 -14.880 -8.726 -0.26
O 21.966 -14.217 -8.535 -0.27
H 21.908 -10.431 -6.401 0.07
H 23.503 -11.169 -6.042 0.08
H 22.108 -12.177 -6.240 0.09
H 21.827 -11.725 -8.535 0.12
H 23.175 -10.662 -8.629 0.10
H 22.505 -12.716 -10.778 0.06
H 23.300 -14.357 -11.152 0.07
H 24.263 -12.928 -10.795 0.04
C 29.668 -13.962 -11.239 -0.06
C 28.735 -13.057 -11.999 -0.25
O 28.736 -11.783 -11.303 -0.24
S 27.438 -10.888 -11.332 0.56
C 26.610 -11.599 -9.954 -0.10
O 27.824 -9.576 -10.988 -0.25
O 26.661 -11.146 -12.509 -0.28
H 29.563 -13.870 -10.160 0.09
H 30.716 -13.760 -11.470 0.08
H 29.489 -15.007 -11.497 0.08
H 29.040 -12.910 -13.030 0.12
H 27.753 -13.531 -11.930 0.11
H 26.539 -12.675 -10.097 0.07
H 25.659 -11.137 -9.699 0.07
H 27.276 -11.371 -9.118 0.08
C 28.262 -6.704 -8.386 -0.05
C 27.665 -5.394 -8.893 -0.25
O 28.441 -4.968 -10.048 -0.23
S 27.613 -4.825 -11.398 0.56
C 27.102 -6.481 -11.670 -0.12
O 26.477 -4.025 -11.094 -0.29
O 28.521 -4.436 -12.397 -0.24
H 27.860 -6.885 -7.387 0.05
H 29.346 -6.617 -8.343 0.10
H 27.980 -7.517 -9.050 0.06
H 26.597 -5.526 -9.070 0.09
H 27.761 -4.579 -8.176 0.10
H 26.535 -6.825 -10.811 0.06
H 28.005 -7.096 -11.643 0.07
H 26.671 -6.555 -12.662 0.06
C 16.559 -9.707 -7.658 -0.06
C 16.886 -8.232 -7.729 -0.23
O 18.224 -8.018 -7.186 -0.26
S 18.373 -7.574 -5.696 0.51
C 18.499 -5.860 -5.897 -0.13
O 17.209 -7.913 -4.954 -0.26
O 19.636 -8.059 -5.272 -0.27
H 17.283 -10.278 -8.237 0.08
H 15.597 -9.928 -8.128 0.08
H 16.501 -10.016 -6.617 0.08
H 16.954 -7.895 -8.763 0.12
H 16.169 -7.620 -7.183 0.11
H 18.768 -5.350 -4.979 0.05
H 17.546 -5.511 -6.300 0.08
H 19.229 -5.563 -6.649 0.07
C 22.866 -11.144 -14.854 -0.05
C 24.017 -11.905 -14.241 -0.23
O 24.228 -13.119 -15.014 -0.25
S 25.279 -14.166 -14.463 0.55
C 26.781 -13.352 -14.916 -0.12
O 25.174 -14.209 -13.050 -0.27
O 25.122 -15.297 -15.300 -0.25
H 22.886 -11.182 -15.946 0.09
H 22.923 -10.097 -14.570 0.06
H 21.899 -11.545 -14.545 0.07
H 24.932 -11.311 -14.252 0.10
H 23.819 -12.191 -13.211 0.10
H 26.923 -12.423 -14.368 0.04
H 26.718 -13.096 -15.972 0.08
H 27.562 -14.094 -14.764 0.07
C 25.204 -7.075 -19.337 -0.05
C 24.863 -7.564 -17.940 -0.24
O 25.116 -6.484 -16.996 -0.24
S 24.876 -6.797 -15.485 0.53
C 23.106 -6.667 -15.404 -0.11
O 25.190 -8.159 -15.232 -0.27
O 25.447 -5.777 -14.693 -0.24
H 26.261 -7.195 -19.559 0.08
H 24.915 -6.035 -19.469 0.08
H 24.642 -7.711 -20.023 0.08
H 23.824 -7.879 -17.834 0.11
H 25.489 -8.414 -17.673 0.12
H 22.601 -7.139 -16.243 0.06
H 22.935 -5.594 -15.525 0.07
H 22.695 -6.971 -14.447 0.05
C 25.486 -5.338 -5.267 -0.06
C 26.592 -4.365 -4.914 -0.22
O 27.853 -4.982 -5.260 -0.26
S 29.156 -4.084 -5.303 0.53
C 29.080 -3.173 -3.792 -0.12
O 30.290 -4.915 -5.268 -0.25
O 29.023 -3.180 -6.404 -0.27
H 24.521 -4.840 -5.125 0.09
H 25.486 -6.201 -4.596 0.00
H 25.529 -5.693 -6.298 0.09
H 26.443 -3.428 -5.451 0.13
H 26.579 -4.213 -3.833 0.12
H 30.054 -2.748 -3.581 0.08
H 28.765 -3.880 -3.025 0.07
H 28.321 -2.401 -3.886 0.07
C 21.428 -6.147 -2.827 -0.05
C 21.715 -4.734 -3.254 -0.26
O 21.085 -4.480 -4.534 -0.27
S 20.946 -2.954 -4.927 0.53
C 19.755 -2.354 -3.751 -0.11
O 22.163 -2.285 -4.616 -0.27
O 20.376 -2.881 -6.217 -0.25
H 20.356 -6.336 -2.839 0.08
H 21.896 -6.374 -1.871 0.09
H 21.854 -6.866 -3.529 0.06
H 21.254 -4.082 -2.502 0.11
H 22.766 -4.447 -3.237 0.11
H 19.422 -1.400 -4.154 0.08
H 20.230 -2.234 -2.786 0.06
H 18.912 -3.041 -3.737 0.07
C 24.681 -7.943 -7.915 -0.07
O 23.853 -6.805 -7.771 -0.18
C 22.524 -7.148 -7.443 -0.18
C 21.701 -7.261 -8.698 -0.17
O 21.867 -8.539 -9.301 -0.13
C 21.278 -8.543 -10.584 -0.18
C 21.756 -9.803 -11.273 -0.19
O 23.156 -9.960 -11.387 -0.18
C 23.831 -8.890 -12.009 -0.08
H 24.730 -8.501 -6.979 0.08
H 25.636 -7.571 -8.262 0.07
H 24.308 -8.650 -8.667 0.08
H 22.132 -6.426 -6.722 0.12
H 22.478 -8.121 -6.939 0.12
H 22.064 -6.491 -9.396 0.12
H 20.626 -7.080 -8.559 0.12
H 21.551 -7.629 -11.123 0.11
H 20.182 -8.610 -10.511 0.14
H 21.338 -9.775 -12.291 0.11
H 21.382 -10.694 -10.779 0.09
H 23.720 -7.983 -11.409 0.07
H 23.506 -8.658 -13.030 0.07
H 24.889 -9.146 -12.011 0.09

(Q)
188
Properties=species:S:1:pos:R:3:lowdin_charge:R:1 method="wB97M-V/def2-TZVPD" orbital_gap_ha=0.342 smiles="CCOS(C)(=O)=O.CCOS(C)(=O)=O.CCOS(C)(=O)=O.CCOS(C)(=O)=O.CCOS(C)(=O)=O.CCOS(C)(=O)=O.CCOS(C)(=O)=O.CCOS(C)(=O)=O.CCOS(C)(=O)=O.CCOS(C)(=O)=O.CCOS(C)(=O)=O.COCCOCCOC"
C 1.606 -3.502 -5.018 -0.04
C 1.096 -2.216 -4.376 -0.29
O -0.192 -1.919 -4.871 -0.25
S -0.792 -0.426 -4.675 0.61
C -1.287 -0.518 -2.933 -0.08
O 0.275 0.524 -4.854 -0.28
O -1.958 -0.352 -5.500 -0.27
H 1.266 -3.612 -6.049 0.09
H 1.353 -4.413 -4.476 0.08
H 2.691 -3.505 -5.148 0.06
H 1.143 -2.242 -3.283 0.10
H 1.816 -1.447 -4.670 0.09
H -0.451 -0.948 -2.390 0.05
H -2.203 -1.089 -2.814 0.07
H -1.527 0.510 -2.659 0.05
C 4.159 4.455 6.143 -0.05
C 2.972 3.616 5.768 -0.29
O 3.390 2.507 4.967 -0.25
S 2.293 1.370 4.692 0.60
C 2.388 0.483 6.299 -0.09
O 0.987 1.965 4.604 -0.29
O 2.735 0.483 3.647 -0.28
H 4.704 3.956 6.948 0.08
H 3.851 5.427 6.520 0.09
H 4.820 4.509 5.279 0.06
H 2.353 3.363 6.637 0.12
H 2.231 4.191 5.201 0.12
H 1.978 -0.513 6.167 0.07
H 1.688 1.022 6.934 0.06
H 3.410 0.584 6.647 0.07
C -5.585 1.069 -1.332 -0.05
C -5.180 2.203 -2.253 -0.26
O -3.762 2.267 -2.481 -0.29
S -3.168 3.334 -3.543 0.61
C -3.504 4.839 -2.614 -0.10
O -1.752 3.140 -3.614 -0.27
O -4.003 3.293 -4.719 -0.27
H -5.060 1.153 -0.382 0.06
H -5.331 0.111 -1.791 0.08
H -6.668 1.095 -1.237 0.09
H -5.709 2.181 -3.207 0.12
H -5.435 3.173 -1.810 0.11
H -3.346 4.750 -1.541 0.06
H -4.542 5.115 -2.790 0.07
H -2.846 5.594 -3.039 0.07
C 4.010 3.057 0.920 -0.06
C 4.821 4.339 1.083 -0.24
O 6.143 3.901 1.447 -0.27
S 7.298 5.002 1.486 0.61
C 7.277 5.365 3.277 -0.09
O 8.537 4.311 1.197 -0.29
O 6.874 6.160 0.750 -0.28
H 4.024 2.461 1.834 0.07
H 4.399 2.416 0.128 0.08
H 2.973 3.244 0.641 0.07
H 4.813 4.925 0.168 0.11
H 4.385 4.957 1.874 0.12
H 7.415 6.440 3.363 0.07
H 8.107 4.802 3.691 0.06
H 6.301 5.060 3.638 0.03
C -0.354 -4.914 3.096 -0.06
C -1.847 -4.650 3.115 -0.30
O -2.476 -5.916 3.085 -0.24
S -4.089 -6.039 2.869 0.64
C -4.659 -5.291 4.456 -0.09
O -4.500 -5.137 1.807 -0.31
O -4.414 -7.443 2.923 -0.27
H -0.001 -5.333 2.154 0.08
H -0.043 -5.517 3.951 0.08
H 0.265 -4.024 3.247 0.08
H -2.031 -4.042 4.009 0.12
H -2.144 -4.005 2.286 0.08
H -4.063 -4.397 4.598 0.04
H -4.468 -6.108 5.149 0.07
H -5.732 -5.130 4.402 0.07
C -6.608 -0.972 7.138 -0.06
C -6.137 -1.612 5.835 -0.29
O -6.104 -0.540 4.891 -0.27
S -5.608 -0.931 3.389 0.64
C -7.160 -1.776 2.852 -0.06
O -5.421 0.310 2.666 -0.29
O -4.478 -1.841 3.446 -0.30
H -7.424 -0.292 6.894 0.08
H -5.806 -0.419 7.623 0.08
H -6.969 -1.697 7.867 0.08
H -5.130 -2.020 5.941 0.11
H -6.809 -2.433 5.568 0.11
H -7.762 -1.883 3.748 0.05
H -6.856 -2.756 2.493 0.06
H -7.613 -1.115 2.122 0.07
C 4.526 -0.746 -4.282 -0.06
C 5.390 -1.751 -5.029 -0.28
O 6.320 -1.049 -5.834 -0.25
S 7.472 -1.877 -6.634 0.61
C 8.534 -2.323 -5.245 -0.10
O 6.858 -3.025 -7.244 -0.27
O 8.193 -0.943 -7.431 -0.27
H 3.818 -1.359 -3.717 0.05
H 3.916 -0.160 -4.969 0.09
H 5.039 -0.072 -3.597 0.08
H 5.811 -2.517 -4.372 0.09
H 4.738 -2.331 -5.691 0.12
H 7.937 -2.714 -4.422 0.03
H 8.973 -1.400 -4.876 0.07
H 9.214 -3.090 -5.604 0.08
C -2.371 2.437 0.283 -0.06
C -2.261 2.649 1.789 -0.24
O -2.524 4.020 2.113 -0.26
S -1.338 5.096 1.790 0.63
C -1.737 6.230 3.144 -0.10
O -0.097 4.427 2.074 -0.28
O -1.639 5.734 0.530 -0.29
H -2.501 1.367 0.121 0.07
H -1.575 2.862 -0.329 0.08
H -3.302 2.913 -0.027 0.07
H -3.124 2.098 2.174 0.12
H -1.382 2.232 2.278 0.10
H -0.979 7.014 3.131 0.07
H -1.657 5.706 4.091 0.07
H -2.707 6.684 2.967 0.07
C 2.230 -3.425 -0.790 -0.04
C 3.535 -2.659 -0.987 -0.26
O 4.356 -3.292 -1.975 -0.29
S 5.841 -3.803 -1.632 0.61
C 6.656 -2.176 -1.631 -0.09
O 5.802 -4.321 -0.288 -0.28
O 6.270 -4.611 -2.735 -0.27
H 2.462 -4.225 -0.087 0.08
H 1.921 -3.846 -1.745 0.07
H 1.477 -2.752 -0.383 0.06
H 3.388 -1.591 -1.171 0.10
H 4.119 -2.608 -0.062 0.11
H 7.606 -2.200 -2.164 0.06
H 6.898 -1.976 -0.590 0.07
H 6.033 -1.445 -2.134 0.05
C -5.728 -4.238 -1.964 -0.05
C -6.055 -5.683 -1.574 -0.29
O -4.996 -6.447 -2.123 -0.25
S -5.004 -8.036 -1.846 0.63
C -4.766 -8.061 -0.016 -0.11
O -6.345 -8.513 -2.093 -0.30
O -3.845 -8.558 -2.495 -0.27
H -5.814 -4.042 -3.029 0.08
H -4.681 -4.091 -1.671 0.06
H -6.129 -3.416 -1.365 0.08
H -6.100 -5.695 -0.481 0.10
H -7.068 -5.919 -1.900 0.12
H -4.186 -7.163 0.179 0.03
H -4.247 -8.985 0.213 0.07
H -5.736 -7.963 0.457 0.06
C 2.993 8.377 -4.281 -0.06
C 1.881 7.544 -3.651 -0.31
O 2.382 6.210 -3.475 -0.24
S 1.921 5.506 -2.065 0.64
C 0.158 5.415 -2.376 -0.12
O 2.509 4.180 -2.059 -0.28
O 2.169 6.365 -0.929 -0.29
H 2.571 9.356 -4.517 0.08
H 3.226 7.969 -5.269 0.08
H 3.900 8.357 -3.685 0.08
H 1.612 8.051 -2.722 0.11
H 0.993 7.602 -4.283 0.12
H -0.090 4.890 -3.297 0.07
H -0.225 6.410 -2.608 0.06
H -0.260 5.017 -1.456 0.05
C -1.995 -3.672 -0.611 -0.09
O -2.682 -2.450 -0.808 -0.19
C -3.116 -1.670 0.280 -0.17
C -2.009 -1.242 1.236 -0.19
O -1.024 -0.571 0.491 -0.13
C 0.099 -0.153 1.212 -0.20
C 1.037 0.777 0.456 -0.19
O 1.490 0.125 -0.701 -0.20
C 2.107 1.016 -1.637 -0.06
H -0.995 -3.442 -0.211 0.08
H -1.642 -4.080 -1.559 0.10
H -2.399 -4.472 0.010 0.08
H -3.897 -2.213 0.825 0.11
H -3.530 -0.771 -0.179 0.11
H -1.528 -2.057 1.793 0.11
H -2.423 -0.590 2.018 0.12
H 0.783 -0.940 1.575 0.13
H -0.269 0.262 2.161 0.11
H 1.848 1.079 1.123 0.11
H 0.451 1.670 0.195 0.12
H 2.496 0.358 -2.410 0.07
H 2.861 1.644 -1.165 0.06
H 1.320 1.669 -2.027 0.09

Which one is most stable, and which one is least stable? (P) is the most stable of them, while (Q) is the least stable.

(P)
10
Properties=species:S:1:pos:R:3:nbo_charge:R:1 method="wB97M-V/def2-TZVPD" orbital_gap_ha="0.296 / 0.298"
C -0.834 0.008 1.386 -0.52
C 2.001 0.101 -0.348 -0.44
S 1.803 -1.625 -0.187 0.12
S 2.690 0.691 -1.866 0.04
Cl 2.417 1.115 1.021 0.02
H -1.372 1.040 1.605 0.19
H -0.151 -0.268 2.203 0.15
H -0.617 -0.500 0.450 0.18
H 1.439 -1.753 1.022 0.12
H 3.681 -0.184 -2.279 0.14

(Q)
10
Properties=species:S:1:pos:R:3:nbo_charge:R:1 method="wB97M-V/def2-TZVPD" orbital_gap_ha=0.354 smiles="C=C(S)Cl.S"
C -2.417 -0.836 -0.111 -0.44
C -1.323 -0.225 0.294 -0.19
S -1.257 1.545 0.159 0.01
Cl 0.203 -0.991 0.574 0.01
H -3.265 -0.130 -0.352 0.23
H -2.349 -1.846 -0.110 0.22
H -0.087 1.770 0.952 0.16
S 3.395 0.307 0.142 -0.31
H 2.851 -0.524 -0.771 0.15
H 4.251 0.930 -0.777 0.16

Which one is most stable, and which one is least stable? (Q) is the most stable of them, while (P) is the least stable.

(P)
14
Properties=species:S:1:pos:R:3:nbo_charge:R:1 method="wB97M-V/def2-TZVPD" orbital_gap_ha=0.325
C 2.470 -0.019 -0.639 -0.44
C 1.405 -0.322 0.064 -0.15
C -2.107 0.191 -0.799 -0.52
C 1.188 0.024 1.559 -0.65
S -3.171 0.033 -2.059 0.16
S -2.803 0.082 0.738 0.16
H 3.334 0.288 -0.085 0.20
H 2.379 -0.201 -1.740 0.21
H 0.524 -0.827 -0.421 0.20
H 0.339 0.698 1.657 0.22
H 2.074 0.342 1.978 0.20
H 0.915 -0.901 2.110 0.21
H -2.397 0.602 -2.939 0.12
H -4.150 0.010 0.575 0.07

(Q)
14
Properties=species:S:1:pos:R:3:nbo_charge:R:1 method="wB97M-V/def2-TZVPD" orbital_gap_ha=0.355 smiles=C[C@@H](S)[C@H]1CS1
C 0.472 1.495 0.190 -0.63
C 0.624 0.266 -0.687 -0.33
S 2.123 -0.695 -0.355 -0.02
C -0.584 -0.713 -0.585 -0.28
C -1.278 -1.062 0.641 -0.49
S -2.338 -0.090 -0.525 0.05
H 0.256 1.265 1.254 0.21
H -0.292 2.080 -0.266 0.23
H 1.428 2.078 0.148 0.22
H 0.697 0.532 -1.732 0.23
H 1.859 -0.952 0.920 0.11
H -0.469 -1.523 -1.322 0.23
H -1.039 -0.539 1.586 0.23
H -1.459 -2.143 0.733 0.23

Which one is most stable, and which one is least stable? (Q) is the most stable of them, while (P) is the least stable.